Formula: C23H46BN4O8P
Source: the Open Molecules 2025 dataset
Level of theory: ωB97M-V with the def2-TZVPD basis set

Structure (XYZ):
```
83
Properties=species:S:1:pos:R:3
C -0.37 1.21 2.30
C -0.13 0.24 1.14
C 1.07 -0.71 1.34
C 0.77 -2.20 1.07
C 1.96 -3.00 0.50
C 1.71 -3.71 -0.85
C 2.75 -3.38 -1.93
C 2.51 -2.07 -2.75
C 1.39 -1.28 -2.23
N 0.48 -0.67 -1.91
C 2.23 -2.37 -4.27
C 3.43 -3.04 -4.81
N 4.38 -3.54 -5.22
O 2.10 -1.19 -5.05
C 0.77 -0.69 -5.27
C 0.86 0.77 -5.73
C 2.09 1.00 -6.60
C 0.68 1.75 -4.54
C -0.72 2.40 -4.57
C 1.73 2.87 -4.45
B 0.98 -3.39 -4.54
O 0.84 -3.92 -5.78
O 0.11 -3.72 -3.55
P 4.01 -1.00 -2.44
O 3.97 -0.56 -1.05
O 4.05 0.14 -3.55
O 5.27 -1.88 -2.79
H -1.00 0.77 3.07
H -0.87 2.11 1.96
H 0.58 1.52 2.74
H 0.06 0.84 0.24
H -1.04 -0.33 0.93
H 1.89 -0.40 0.68
H 1.44 -0.59 2.36
H -0.11 -2.30 0.43
H 0.49 -2.65 2.03
H 2.83 -2.35 0.41
H 2.23 -3.77 1.22
H 1.79 -4.79 -0.69
H 0.69 -3.54 -1.21
H 3.70 -3.30 -1.41
H 2.86 -4.22 -2.62
H 0.19 -0.75 -4.35
H 0.27 -1.28 -6.05
H 0.00 0.91 -6.40
H 3.03 0.90 -6.05
H 2.12 0.30 -7.44
H 2.07 2.01 -7.02
H 0.73 1.19 -3.60
H -1.02 2.70 -3.57
H -1.46 1.68 -4.93
H -0.72 3.27 -5.23
H 2.76 2.51 -4.58
H 1.54 3.65 -5.19
H 1.68 3.33 -3.47
H 1.33 -3.43 -6.46
H -0.81 -3.52 -3.73
H 3.18 0.55 -3.65
H 5.55 -1.84 -3.72
C -0.47 2.54 7.27
N -0.69 2.78 5.86
C -1.70 3.47 5.27
C -2.73 4.11 6.18
O -1.77 3.55 4.06
H 0.49 2.95 7.59
H -0.50 1.48 7.49
H -1.26 3.02 7.86
H -0.04 2.37 5.20
H -3.46 4.60 5.55
H -3.22 3.34 6.78
H -2.28 4.85 6.84
C -6.80 -0.34 7.15
N -5.44 0.09 7.39
C -4.57 0.66 6.51
C -5.04 0.88 5.10
O -3.44 0.97 6.86
H -7.49 0.20 7.80
H -6.91 -1.41 7.34
H -7.07 -0.15 6.12
H -5.05 -0.03 8.32
H -4.23 1.34 4.54
H -5.32 -0.06 4.62
H -5.91 1.55 5.08
```

HOMO-LUMO gap, eV: 9.144
HOMO level, eV: -8.93
Energy, Eh: -2091.31885
Charge: 0
Structure (SMILES): CCCCCCC[C@](C#N)([C@](C#N)(OC[C@H](C)C(C)C)B(O)O)P(=O)(O)O.CNC(C)=O.CNC(C)=O
Molar mass, g mol⁻¹: 548.4